DFT (the ωB97M-V functional and the def2-TZVPD basis) results for C11H24CaO15V3 as an isolated structure in a non-equilibrium geometry.

The energy relative to the best compared isomer or geometry (same formula, charge and spin) comes out at 2335.4 kJ/mol. The LUMO energy is -6.21 eV. As for the total charge: +1. Its orbital gap is 2.01 eV.

Positions of all 54 atoms, in Å:
1 O 4.420 -2.679 -3.849
2 V 4.693 -3.163 -2.311
3 O 5.984 -2.329 -1.792
4 O 1.052 3.051 2.499
5 V 1.769 1.690 2.096
6 O 3.113 1.540 2.861
7 O -0.593 -7.891 -3.922
8 V -0.467 -6.384 -3.363
9 O -0.378 -5.389 -4.642
10 Ca -3.788 -2.492 0.632
11 C 3.003 -6.992 -0.865
12 O 1.867 -7.174 -0.384
13 O 2.918 -6.672 -2.032
14 O 3.668 -6.226 -0.139
15 C 0.219 -1.773 -0.236
16 O 1.459 -1.550 -0.318
17 O -0.477 -0.927 0.383
18 O -0.277 -2.840 -0.661
19 C 1.778 3.012 -3.475
20 C 2.712 3.887 -2.584
21 C 2.162 5.328 -2.157
22 O 3.050 3.327 -1.404
23 H 1.437 3.481 -4.399
24 H 0.954 2.536 -2.945
25 H 2.332 2.170 -3.891
26 H 3.629 4.048 -3.151
27 H 1.877 6.007 -2.961
28 H 2.806 5.919 -1.505
29 H 1.318 5.237 -1.473
30 H 3.904 3.762 -1.350
31 C -3.909 0.807 -4.507
32 C -4.412 1.126 -3.099
33 C -5.367 2.291 -2.994
34 O -5.027 -0.069 -2.558
35 H -4.685 0.189 -4.957
36 H -2.993 0.260 -4.283
37 H -3.674 1.681 -5.114
38 H -3.521 1.251 -2.483
39 H -5.900 2.259 -2.044
40 H -6.082 2.199 -3.811
41 H -4.805 3.220 -3.087
42 H -5.473 -0.441 -3.323
43 C -1.218 -0.452 7.786
44 C 0.144 0.022 7.236
45 C 1.262 -0.853 7.841
46 O -0.005 -0.031 5.801
47 H -1.502 -1.398 7.325
48 H -1.824 0.374 7.412
49 H -1.094 -0.505 8.867
50 H 0.201 1.014 7.684
51 H 1.275 -1.835 7.369
52 H 1.190 -1.032 8.914
53 H 2.212 -0.355 7.646
54 H -0.940 -0.232 5.718

---

DFT (the ωB97M-V functional and the def2-TZVPD basis) results for C11H24ClF2IN3O3S as an isolated structure.

The LUMO energy is -4.87 eV. As for the total charge: +1. Its orbital gap is 8.20 eV.

Positions of all 46 atoms, in Å:
1 C -2.054 -0.877 -5.225
2 C -2.130 -1.701 -3.937
3 C -2.078 -0.811 -2.699
4 F -3.021 -1.186 -1.771
5 N -0.793 -0.873 -1.979
6 C -0.450 -2.181 -1.392
7 C -0.956 -2.301 0.062
8 C -0.073 -3.208 0.888
9 F -1.000 -1.020 0.620
10 C -0.031 0.171 -1.802
11 N -0.357 1.451 -2.275
12 N 1.160 -0.011 -1.098
13 I 2.655 0.125 -2.547
14 C 1.331 1.040 -0.040
15 C 2.122 0.477 1.141
16 C 1.787 1.195 2.457
17 C 0.431 0.776 3.017
18 S 0.166 1.119 4.748
19 O -1.225 1.338 4.970
20 O 0.899 0.170 5.520
21 Cl 1.101 2.918 4.975
22 H -2.780 -0.061 -5.203
23 H -1.056 -0.456 -5.373
24 H -2.300 -1.503 -6.082
25 H -3.084 -2.229 -3.890
26 H -1.321 -2.433 -3.932
27 H -2.289 0.219 -2.973
28 H -0.929 -2.951 -1.994
29 H 0.624 -2.327 -1.442
30 H -1.978 -2.679 0.047
31 H -0.262 -3.060 1.951
32 H 0.986 -3.054 0.675
33 H -0.313 -4.248 0.655
34 H -0.298 1.528 -3.285
35 H -1.268 1.764 -1.956
36 H 0.340 1.374 0.277
37 H 1.840 1.911 -0.457
38 H 1.916 -0.591 1.240
39 H 3.190 0.600 0.952
40 H 1.811 2.276 2.306
41 H 2.563 0.956 3.188
42 H -0.423 1.205 2.494
43 H 0.330 -0.311 2.981
44 O 2.460 6.104 5.138
45 H 1.859 5.357 5.064
46 H 2.894 5.995 5.990

---

DFT (the ωB97M-V functional and the def2-TZVPD basis) results for C11H24ClI2N2P2Y as an isolated structure in a non-equilibrium geometry.

The energy relative to the best compared isomer or geometry (same formula, charge and spin) comes out at 290.3 kJ/mol. The LUMO energy is -7.55 eV. As for the total charge: +2. Its orbital gap is 6.58 eV.

Positions of all 43 atoms, in Å:
1 I 0.698 1.600 5.465
2 I 3.238 1.443 5.751
3 Y -0.271 0.078 0.401
4 P 0.380 -2.447 1.335
5 C 1.299 -2.318 2.919
6 C -1.112 -3.399 1.800
7 H -0.892 -4.373 2.273
8 H 1.610 -4.560 0.875
9 H -1.728 -3.551 0.890
10 H 0.850 -3.794 -0.583
11 H 0.716 -1.665 3.589
12 H -1.694 -2.775 2.536
13 C 1.387 -3.599 0.337
14 H 1.432 -3.324 3.356
15 H 2.348 -3.105 0.119
16 H 2.276 -1.850 2.692
17 P -0.988 1.807 -1.933
18 C -0.786 3.570 -1.505
19 C -0.336 1.670 -3.650
20 H -3.101 0.678 -2.368
21 H -3.163 2.354 -3.010
22 H -3.319 2.050 -1.259
23 C -2.807 1.710 -2.171
24 H -0.469 0.653 -4.033
25 H -0.796 2.366 -4.373
26 H -1.406 4.224 -2.143
27 H 0.300 3.830 -1.620
28 H 0.742 1.886 -3.634
29 H -1.055 3.677 -0.436
30 Cl -1.092 -1.390 -1.561
31 N 3.125 4.278 3.576
32 C 2.741 3.390 2.626
33 C 2.410 3.799 1.332
34 C 1.976 2.786 0.490
35 N 1.378 1.654 1.000
36 C 1.699 1.229 2.198
37 C 2.381 2.118 3.054
38 H 3.334 5.225 3.356
39 H 3.235 3.939 4.509
40 H 2.440 4.843 1.000
41 H 1.955 2.851 -0.603
42 H 1.443 0.208 2.559
43 H 1.857 2.317 4.113

---

DFT (the ωB97M-V functional and the def2-TZVPD basis) results for C11H24ClILaN2O2PS as an isolated structure in a non-equilibrium geometry.

The energy relative to the best compared isomer or geometry (same formula, charge and spin) comes out at 29.6 kJ/mol. The LUMO energy is -7.67 eV. As for the total charge: +2. Its orbital gap is 6.68 eV.

Positions of all 44 atoms, in Å:
1 C 1.162 1.740 -0.717
2 C 0.081 1.359 -1.703
3 H 1.737 2.586 -1.126
4 H 1.859 0.919 -0.513
5 H 0.717 2.048 0.238
6 O -1.085 1.766 -1.694
7 I -1.525 -1.381 -0.657
8 La 0.478 -1.279 2.141
9 P 0.706 0.164 -3.000
10 C -0.743 -0.283 -3.951
11 C 1.941 1.072 -3.944
12 H 2.170 -1.106 -1.516
13 H 2.057 -1.770 -3.169
14 H 0.716 -2.016 -2.017
15 C 1.489 -1.313 -2.348
16 H 2.905 1.071 -3.412
17 H 2.064 0.562 -4.909
18 H -0.423 -0.587 -4.951
19 H -1.425 0.575 -3.997
20 H 1.618 2.110 -4.114
21 H -1.252 -1.124 -3.447
22 C -1.559 0.584 1.173
23 O -2.423 1.320 0.920
24 Cl 2.959 -1.762 1.794
25 C -3.294 -2.207 3.452
26 C -2.221 -2.368 4.495
27 N -1.035 -1.475 4.142
28 C -1.167 -0.069 4.122
29 S 0.220 0.857 3.743
30 N -2.382 0.473 4.389
31 C -2.878 0.415 5.831
32 C -1.752 0.318 6.832
33 H -3.675 -1.168 3.413
34 H -4.128 -2.871 3.696
35 H -2.931 -2.482 2.453
36 H -2.556 -2.177 5.518
37 H -1.784 -3.379 4.483
38 H -0.200 -1.674 4.731
39 H -2.536 1.398 3.974
40 H -3.487 1.305 5.990
41 H -3.561 -0.434 5.909
42 H -1.017 1.121 6.683
43 H -2.160 0.449 7.840
44 H -1.260 -0.660 6.799

---

DFT (the ωB97M-V functional and the def2-TZVPD basis) results for a 2-piece molecular cluster, C11H24O4P overall in a non-equilibrium geometry.

The LUMO energy is 0.42 eV. As for the total charge: -1. Its orbital gap is 1.24 eV.

Positions of all 40 atoms, in Å:
1 C -0.377 2.966 3.018
2 O -1.415 2.137 2.385
3 C -1.870 2.736 1.105
4 C -2.628 1.642 0.144
5 C -1.741 0.266 -0.135
6 C -0.697 0.532 -1.371
7 C -0.473 -0.766 -2.369
8 C 0.886 -1.633 -2.035
9 C 0.634 -2.987 -1.144
10 C 1.683 -4.163 -1.655
11 C 2.706 -4.693 -0.467
12 P 3.909 -3.206 -0.128
13 H 0.218 2.281 3.763
14 H 0.373 3.440 2.255
15 H -0.888 3.805 3.657
16 H -2.659 3.575 1.414
17 H -1.003 3.311 0.553
18 H -2.901 2.195 -0.856
19 H -3.657 1.388 0.671
20 H -1.175 -0.105 0.844
21 H -2.510 -0.570 -0.441
22 H -1.143 1.411 -2.025
23 H 0.356 0.915 -0.966
24 H -1.449 -1.439 -2.485
25 H -0.301 -0.302 -3.455
26 H 1.345 -1.960 -3.080
27 H 1.677 -0.892 -1.561
28 H -0.463 -3.434 -1.279
29 H 0.895 -2.815 0.006
30 H 1.079 -5.110 -2.053
31 H 2.372 -3.811 -2.557
32 H 3.368 -5.623 -0.814
33 H 2.129 -5.046 0.489
34 H 3.053 -2.076 0.177
35 H 4.784 -3.456 1.021
36 H 4.710 -2.867 -1.312
37 C -2.255 6.095 2.687
38 O -3.411 6.241 3.053
39 O -1.262 6.158 3.422
40 O -1.898 5.862 1.527

---

DFT (the ωB97M-V functional and the def2-TZVPD basis) results for C11H24OS2 in the gas phase in a non-equilibrium geometry.

The SMILES is OC[C@H](S)CCCCCCCCCS. The energy relative to the best compared isomer or geometry (same formula, charge and spin) comes out at 265.7 kJ/mol. The LUMO energy is 0.71 eV. As for the total charge: 0. Its orbital gap is 9.73 eV.

Positions of all 38 atoms, in Å:
1 O 0.948 -3.364 -1.309
2 S -1.093 1.670 4.859
3 S 3.648 -3.541 -1.138
4 C 1.273 -2.652 -2.406
5 C -2.811 1.632 3.991
6 C -2.925 1.096 2.502
7 C -2.168 1.628 1.335
8 C -2.335 0.733 0.068
9 C -1.297 1.074 -1.056
10 C 0.043 0.401 -0.681
11 C 0.958 0.858 -1.845
12 C 2.441 0.399 -1.515
13 C 2.773 -1.035 -0.939
14 C 2.676 -2.164 -2.040
15 H 1.738 -3.647 -0.887
16 H -1.640 1.864 6.096
17 H 4.600 -2.864 -0.631
18 H 1.144 -3.277 -3.338
19 H 0.512 -1.828 -2.385
20 H -3.105 2.649 3.924
21 H -3.619 1.241 4.547
22 H -2.713 0.054 2.542
23 H -4.005 1.200 2.331
24 H -2.392 2.569 1.011
25 H -1.107 1.599 1.610
26 H -2.354 -0.370 0.458
27 H -3.340 1.021 -0.264
28 H -1.696 0.572 -1.983
29 H -1.110 2.173 -1.309
30 H 0.100 -0.674 -0.601
31 H 0.437 0.833 0.194
32 H 0.718 0.377 -2.798
33 H 0.990 1.952 -1.937
34 H 3.096 0.836 -2.218
35 H 2.547 0.984 -0.633
36 H 2.104 -1.194 -0.078
37 H 3.778 -0.986 -0.482
38 H 3.186 -1.820 -2.995